Below is a 8-piece molecular cluster, C52H70Br2FIN9O3 overall in a non-equilibrium geometry, with properties calculated with the ωB97M-V functional and the def2-TZVPD basis.

Positions of all 138 atoms, in Å:
C  -4.25130  -1.20622  -5.90318
C  -3.28865  -1.31578  -4.73428
O  -3.65290  -1.80268  -3.67704
N  -1.97396  -0.84887  -4.95288
C  -1.45495  -0.18126  -3.73601
C  -0.75898  -1.14994  -2.74408
C  0.37352  -0.35447  -2.04383
C  -0.13347  0.36401  -0.75332
N  0.68412  -0.09697  0.39915
C  2.11078  0.38155  0.38551
C  2.32259  1.88075  0.04703
C  2.96200  2.12799  -1.36432
C  2.14671  3.14734  -2.14552
F  2.06908  4.34050  -1.48204
C  2.86878  0.05482  1.68235
O  2.14482  0.60336  2.76400
C  0.97588  -0.20266  2.92047
C  0.39687  0.08436  4.31698
C  1.40749  0.85927  5.20126
O  2.42857  0.33071  5.60425
C  1.01547  2.27525  5.55877
C  0.25069  2.46908  6.66948
C  -0.12807  3.75009  6.98234
C  0.27525  4.76342  6.16940
C  1.04323  4.57587  5.06936
C  1.42154  3.29565  4.74884
C  0.00112  0.01293  1.76291
I  -0.82304  2.04120  1.89395
C  -1.20645  -1.00775  1.83286
Br  -2.77404  -0.29963  2.80678
C  -0.79153  -2.37212  2.45515
C  0.13825  -3.12616  1.48096
Br  -2.39593  -3.52001  2.58486
H  -4.52161  -0.16462  -6.07113
H  -3.78134  -1.64795  -6.78130
H  -5.15288  -1.74828  -5.64134
H  -1.93782  -0.16346  -5.69721
H  -2.23960  0.34439  -3.18160
H  -0.74163  0.56317  -4.08011
H  -1.42593  -1.60892  -2.01941
H  -0.23760  -1.90641  -3.34151
H  0.81042  0.36996  -2.72411
H  1.16210  -1.08084  -1.82138
H  -1.18314  0.10459  -0.66629
H  -0.06883  1.42659  -0.94340
H  0.74410  -1.11429  0.26778
H  2.61403  -0.17965  -0.40175
H  2.99822  2.34908  0.75305
H  1.41852  2.48316  0.05385
H  2.97260  1.22777  -1.98416
H  3.98626  2.48967  -1.28984
H  1.15422  2.71610  -2.31537
H  2.58315  3.25868  -3.13891
H  3.15223  -0.99567  1.80900
H  3.79878  0.61140  1.61129
H  1.36424  -1.22552  2.94157
H  -0.55789  0.60161  4.32737
H  0.24440  -0.85327  4.85217
H  -0.06329  1.62658  7.26728
H  -0.74473  3.90223  7.85487
H  -0.04434  5.76618  6.42711
H  1.34906  5.37468  4.41059
H  2.01124  3.04964  3.87812
H  -1.60394  -1.24361  0.85031
H  -0.41395  -2.31247  3.46594
H  -0.02242  -4.19395  1.55141
H  1.19195  -2.85779  1.58607
H  -0.18112  -2.86007  0.46490
N  5.70492  -2.89023  -0.93016
C  5.14461  -1.80222  -1.53356
C  5.76728  -0.68578  -1.03849
C  6.75368  -1.11437  -0.11136
C  6.68609  -2.48171  -0.06649
H  5.43568  -3.84407  -1.09108
H  4.35078  -1.91429  -2.25371
H  5.54409  0.33363  -1.30997
H  7.42280  -0.49445  0.46104
H  7.24701  -3.19971  0.50858
N  4.03188  6.95697  -0.76707
C  4.42719  6.45828  0.44476
C  5.26328  7.37428  1.02494
C  5.37302  8.47190  0.12958
C  4.60089  8.18537  -0.96406
H  3.41819  6.49149  -1.41000
H  4.08058  5.49778  0.78714
H  5.74232  7.27124  1.98429
H  5.95207  9.36840  0.27341
H  4.40867  8.74706  -1.86207
N  -1.11231  -4.37159  -4.61532
C  -1.61995  -5.62585  -4.81524
C  -0.61540  -6.53017  -4.59645
C  0.54540  -5.79411  -4.24300
C  0.20394  -4.46778  -4.26066
H  -1.61303  -3.50663  -4.70524
H  -2.64952  -5.76649  -5.09720
H  -0.70317  -7.60027  -4.67866
H  1.51690  -6.19279  -4.00216
H  0.78451  -3.58456  -4.05679
N  2.79162  5.14993  8.50086
C  3.17316  4.72151  9.74281
C  4.04716  5.64229  10.25595
C  4.19578  6.67002  9.28632
C  3.40736  6.33819  8.21704
H  2.15732  4.66684  7.89070
H  2.79197  3.80149  10.15231
H  4.52622  5.58698  11.21904
H  4.81028  7.55106  9.36600
H  3.23247  6.84293  7.28188
N  -7.52618  -4.45106  -7.99565
C  -6.49897  -4.59505  -7.10419
C  -6.96030  -4.22392  -5.86830
C  -8.32107  -3.84454  -6.02110
C  -8.64058  -3.99782  -7.34366
H  -7.47144  -4.64845  -8.97765
H  -5.53324  -4.94764  -7.42490
H  -6.38786  -4.22517  -4.95480
H  -8.98736  -3.50059  -5.24707
H  -9.56073  -3.82472  -7.87514
N  -10.87826  -0.34949  -5.65206
C  -9.85263  -0.49810  -4.75915
C  -10.31334  -0.12726  -3.52428
C  -11.67343  0.25620  -3.67788
C  -11.99219  0.10595  -5.00040
H  -10.82218  -0.54486  -6.63404
H  -8.88781  -0.85321  -5.07979
H  -9.74106  -0.13129  -2.61159
H  -12.33994  0.60153  -2.90554
H  -12.91117  0.28333  -5.53219
N  4.30852  -4.30931  2.59780
C  3.83762  -3.87232  3.80845
C  3.02628  -4.85034  4.32004
C  3.01096  -5.92113  3.38506
C  3.81243  -5.55881  2.33591
H  4.92178  -3.79030  1.99630
H  4.11963  -2.90825  4.19910
H  2.50448  -4.80604  5.26148
H  2.47475  -6.85088  3.47513
H  4.07099  -6.07993  1.42964

Atoms 1-3, force components in eV/Å:
0.4 -0.3 0.4
-0.9 -0.4 -0.3
0.9 0.5 -0.4

Results
Gap between HOMO and LUMO, hartree: 0.2219
Total charge: +1
Lowest unoccupied orbital energy, eV: -3.32
2S+1: 1
Maximum force, eV/A: 2.58
Energy, eV: -225506.6208